# 1
An isolated molecule of C19H18N6O4 at a distorted geometry. Source: the Open Molecules 2025 dataset; level of theory: ωB97M-V/def2-TZVPD.

Structure (XYZ):
```
47
Properties=species:S:1:pos:R:3
C 7.235 0.317 0.513
C 6.624 -0.364 -0.708
O 5.486 0.319 -1.199
C 4.298 0.215 -0.559
C 4.028 -0.610 0.532
C 2.763 -0.639 1.086
C 1.752 0.156 0.563
N 0.480 0.105 1.144
N 0.205 -0.731 2.167
N -1.008 -0.629 2.517
C -1.610 0.299 1.735
C -2.972 0.728 1.639
O -3.944 0.343 2.256
N -3.120 1.704 0.619
C -4.482 2.103 0.292
C -4.925 1.088 -0.778
O -4.877 1.344 -1.960
N -5.251 -0.113 -0.258
C -5.057 -1.324 -1.045
C -3.624 -1.736 -0.921
C -2.507 -1.288 -1.568
C -1.406 -1.908 -0.928
C -1.935 -2.675 0.064
O -3.272 -2.573 0.079
C -2.103 2.110 -0.177
N -0.880 1.710 -0.123
C -0.649 0.783 0.834
C 2.005 0.981 -0.529
C 3.267 1.006 -1.079
H 8.134 -0.213 0.816
H 6.535 0.331 1.345
H 7.496 1.344 0.268
H 6.383 -1.412 -0.493
H 7.332 -0.339 -1.540
H 4.792 -1.240 0.960
H 2.546 -1.275 1.929
H -4.488 3.113 -0.115
H -5.090 2.041 1.196
H -5.164 -0.229 0.747
H -5.717 -2.105 -0.667
H -5.296 -1.087 -2.084
H -2.479 -0.608 -2.394
H -0.370 -1.797 -1.178
H -1.481 -3.304 0.804
H -2.355 2.833 -0.941
H 1.215 1.593 -0.934
H 3.487 1.635 -1.926
```

Values from the calculation:
LUMO level: 0.17 eV
SMILES: CCOc1ccc(-n2nnc3c(=O)n(CC(=O)NCc4ccco4)cnc32)cc1
E_HOMO: -8.448 eV
HOMO-LUMO gap: 8.62 eV

=====

# 2
A structure of composition C19H18N9O3Pd. Source: the Open Molecules 2025 dataset; level of theory: ωB97M-V/def2-TZVPD.

Structure (XYZ):
```
50
Properties=species:S:1:pos:R:3
Pd 0.027 -0.609 -0.565
O 2.016 -1.730 -0.934
C 2.612 -0.790 -0.371
N 1.901 0.230 0.137
C 2.753 1.247 0.555
O 2.417 2.320 0.993
C 4.160 0.728 0.359
C 5.378 1.303 0.634
C 6.519 0.546 0.363
C 6.426 -0.740 -0.161
C 5.184 -1.307 -0.452
C 4.069 -0.545 -0.187
H 5.452 2.303 1.043
H 7.497 0.967 0.562
H 7.329 -1.306 -0.349
H 5.098 -2.302 -0.871
N -0.383 3.588 0.864
C 0.048 4.183 -0.256
N 0.260 5.501 -0.248
N 0.252 3.537 -1.382
C 0.052 2.281 -1.543
N -0.119 1.155 -1.790
H -0.443 4.083 1.735
H -0.449 2.584 0.888
H 0.222 6.044 0.594
H 0.663 5.911 -1.073
N -0.789 -4.831 0.186
C -1.981 -4.585 -0.456
C -1.957 -3.265 -0.769
N -0.770 -2.713 -0.327
C -0.091 -3.683 0.241
H -0.490 -5.720 0.551
H -2.721 -5.349 -0.622
H -2.699 -2.688 -1.293
H 0.895 -3.595 0.666
N -5.174 -0.039 -2.130
C -5.377 0.043 -0.791
O -6.467 0.218 -0.293
C -4.166 -0.104 0.093
C -4.362 -0.511 1.404
C -3.272 -0.629 2.247
C -2.015 -0.335 1.754
N -1.817 0.080 0.498
C -2.878 0.192 -0.314
H -5.975 0.058 -2.731
H -4.283 -0.232 -2.548
H -5.370 -0.714 1.744
H -3.390 -0.943 3.275
H -1.131 -0.411 2.375
H -2.660 0.575 -1.305
```

Values from the calculation:
energy above the lowest of the compared OMol25 structures with the same formula, charge and spin: 14.4 kcal/mol
LUMO level (alpha / beta): -2.66 / -4.30 eV
total charge: +1
multiplicity: 3
E_HOMO (alpha / beta): -11.682 / -11.642 eV
HOMO-LUMO gap (alpha / beta): 9.03 / 7.34 eV
expectation value of S²: 2.005

=====

# 3
A structure of composition C19H18NOYb at a distorted geometry. Source: the Open Molecules 2025 dataset; level of theory: ωB97M-V/def2-TZVPD.

Structure (XYZ):
```
40
Properties=species:S:1:pos:R:3
C 0.426 -1.158 3.859
C -0.921 -1.211 3.168
C -0.817 -1.783 1.922
H -1.845 -0.968 3.692
C 0.588 -1.994 1.624
C 1.342 -1.566 2.696
H 2.429 -1.586 2.796
H 0.481 -1.859 4.718
H -1.617 -2.074 1.236
H 0.929 -2.441 0.685
C -1.007 2.493 2.211
C -1.053 1.576 3.273
C 0.256 1.465 3.856
H -1.956 1.141 3.704
C 1.045 2.522 3.261
C 0.300 3.077 2.198
H 0.674 3.762 1.440
H -1.821 2.705 1.516
H 1.947 1.077 5.854
H 2.049 2.808 3.578
Yb 0.581 0.922 1.741
O -0.842 -2.177 -1.917
C -2.103 -1.562 -2.317
C -0.920 -1.893 -3.268
H -2.976 -2.226 -2.333
H -2.207 -0.515 -2.009
H -1.011 -2.793 -3.895
H 1.430 -2.092 -4.681
C 0.970 -1.102 -4.738
C -0.115 -0.811 -3.873
C -0.448 0.541 -3.674
H -1.063 0.842 -2.825
C -0.062 1.486 -4.628
H -0.532 2.471 -4.610
C 0.860 1.164 -5.633
H 1.096 1.890 -6.419
C 1.377 -0.145 -5.669
H 2.050 -0.420 -6.479
N 1.666 0.179 5.445
C 0.817 0.256 4.496
```

Values from the calculation:
LUMO level (alpha / beta): -0.46 / -0.61 eV
multiplicity: 2
E_HOMO (alpha / beta): -4.473 / -7.349 eV
HOMO-LUMO gap (alpha / beta): 4.01 / 6.74 eV
expectation value of S²: 0.759

=====

# 4
An isolated molecule of C19H18O3S2 at a distorted geometry. Source: the Open Molecules 2025 dataset; level of theory: ωB97M-V/def2-TZVPD.

Structure (XYZ):
```
42
Properties=species:S:1:pos:R:3
C 6.795 -1.984 1.850
C 6.496 -1.566 0.408
O 7.424 -1.554 -0.405
C 5.118 -1.201 0.025
C 4.804 -0.922 -1.281
C 3.377 -0.743 -1.460
C 2.628 -0.895 -0.288
C 1.147 -0.922 -0.215
C 0.469 -1.042 1.006
C -0.920 -1.095 1.028
C -1.689 -0.956 -0.146
C -3.199 -0.997 -0.045
C -3.889 0.358 0.217
C -5.427 0.163 0.176
S -3.478 0.949 1.911
C -2.565 2.320 1.345
O -1.861 2.924 2.142
C -2.413 2.497 -0.156
C -2.689 3.942 -0.660
C -3.349 1.448 -0.719
O -3.421 1.374 -1.919
C -0.999 -0.821 -1.337
C 0.370 -0.823 -1.381
S 3.661 -1.205 1.099
H 6.161 -2.837 2.133
H 7.873 -2.283 1.946
H 6.557 -1.186 2.530
H 5.501 -0.843 -2.098
H 2.869 -0.573 -2.425
H 1.025 -1.167 1.962
H -1.381 -1.295 1.978
H -3.534 -1.673 0.742
H -3.612 -1.367 -0.994
H -5.661 -0.458 -0.652
H -5.927 1.112 0.035
H -5.814 -0.274 1.067
H -1.399 2.190 -0.457
H -2.416 4.043 -1.716
H -3.764 4.176 -0.542
H -2.116 4.658 -0.088
H -1.556 -0.734 -2.263
H 0.807 -0.740 -2.354
```

Values from the calculation:
energy above the lowest of the compared OMol25 structures with the same formula, charge and spin: 0.0 kcal/mol
LUMO level: -0.49 eV
SMILES: CC(=O)c1ccc(-c2ccc(C[C@@]3(C)SC(=O)[C@H](C)C3=O)cc2)s1
E_HOMO: -8.487 eV
HOMO-LUMO gap: 8.00 eV

=====

# 5
A structure of composition C19H19Br2FeN2O4S at a distorted geometry. Source: the Open Molecules 2025 dataset; level of theory: ωB97M-V/def2-TZVPD.

Structure (XYZ):
```
48
Properties=species:S:1:pos:R:3
Fe 0.458 -1.234 0.945
Br 2.358 -0.258 -3.671
C 2.104 0.986 -2.267
C 2.470 2.319 -2.438
C 2.290 3.213 -1.415
Br 2.826 5.021 -1.694
C 1.732 2.819 -0.184
C 1.480 3.679 0.905
C 0.918 3.172 2.046
C 0.611 1.810 2.116
N 0.833 0.975 1.124
C 1.377 1.455 -0.022
C 1.553 0.496 -1.081
O 1.208 -0.734 -0.912
H 2.890 2.646 -3.378
H 1.724 4.729 0.828
H 0.702 3.812 2.890
H 0.165 1.383 3.006
N -1.888 -1.708 0.985
C -2.721 -0.815 0.201
C -2.166 -0.162 -0.895
C -2.951 0.673 -1.673
C -4.287 0.856 -1.349
C -4.838 0.221 -0.252
C -4.055 -0.622 0.526
S -5.331 1.845 -2.448
O -4.490 2.970 -2.825
O -6.489 2.191 -1.637
O -5.610 0.910 -3.530
H -2.346 -1.925 1.861
H -1.771 -2.584 0.483
H -1.117 -0.324 -1.126
H -2.549 1.194 -2.532
H -5.883 0.396 -0.030
H -4.482 -1.130 1.385
C 3.799 -2.074 1.052
C 2.784 -3.116 1.523
C 2.266 -3.934 0.336
C 1.626 -2.454 2.272
H 4.613 -2.538 0.490
H 4.229 -1.541 1.903
H 3.308 -1.347 0.402
H 3.308 -3.808 2.199
H 1.674 -3.294 -0.325
H 1.638 -4.758 0.682
H 3.086 -4.352 -0.253
H 1.996 -1.843 3.101
H 0.946 -3.216 2.672
```

Values from the calculation:
energy above the lowest of the compared OMol25 structures with the same formula, charge and spin: 8.2 kcal/mol
LUMO level (alpha / beta): 1.64 / 1.54 eV
total charge: -1
multiplicity: 5
E_HOMO (alpha / beta): -5.440 / -5.440 eV
HOMO-LUMO gap (alpha / beta): 7.08 / 6.98 eV
expectation value of S²: 6.012

=====

# 6
A structure of composition C19H19BrCuN2OP. Source: the Open Molecules 2025 dataset; level of theory: ωB97M-V/def2-TZVPD.

Structure (XYZ):
```
44
Properties=species:S:1:pos:R:3
Cu 0.476 1.001 -0.553
Br -4.312 -1.421 -5.792
C -3.052 -0.552 -4.674
C -2.274 0.499 -5.193
C -1.373 1.147 -4.402
C -1.152 0.796 -3.028
O -0.302 1.462 -2.356
C -1.946 -0.297 -2.534
C -1.915 -0.753 -1.179
N -1.018 -0.451 -0.306
C -1.178 -0.854 1.023
C -1.630 -2.084 1.433
C -1.761 -2.383 2.806
C -1.439 -1.462 3.760
C -0.948 -0.191 3.375
C -0.591 0.811 4.308
C -0.116 2.008 3.860
C 0.025 2.202 2.470
N -0.292 1.302 1.575
C -0.795 0.111 2.008
C -2.896 -0.924 -3.372
H -2.405 0.795 -6.226
H -0.780 1.964 -4.791
H -2.760 -1.381 -0.875
H -1.875 -2.836 0.695
H -2.121 -3.361 3.096
H -1.545 -1.688 4.813
H -0.702 0.613 5.367
H 0.160 2.802 4.539
H 0.426 3.137 2.094
H -3.502 -1.723 -2.961
C 2.729 -1.377 0.074
P 2.578 0.431 -0.123
C 3.906 0.798 -1.317
C 3.308 1.021 1.445
H 3.747 -1.682 0.323
H 2.420 -1.869 -0.848
H 2.052 -1.701 0.867
H 4.863 0.375 -1.006
H 4.008 1.878 -1.423
H 3.635 0.395 -2.293
H 4.301 0.598 1.613
H 2.660 0.738 2.275
H 3.386 2.108 1.435
```

Values from the calculation:
energy above the lowest of the compared OMol25 structures with the same formula, charge and spin: 0.8 kcal/mol
LUMO level: -0.30 eV
E_HOMO: -6.893 eV
HOMO-LUMO gap: 6.59 eV